i | DFT (ωB97M-V with the def2-TZVPD basis set) results for a cluster of 2 separate species, CH4Cl2OSi in total.

The geometry in ORCA input format:
```
! RIJCOSX wB97M-V def2-TZVPD def2/J DEFGRID3
* xyz 0 1
C 1.0818 0.7449 -0.0961
O -1.2796 -0.9269 -0.2348
Si -0.4622 0.0510 -0.9930
Cl -1.6798 -1.3915 2.6628
Cl -0.7202 0.3444 -2.9812
H 1.8751 0.7444 -0.8717
H 1.0642 1.6633 0.5372
H 1.3231 -0.1135 0.5064
H -1.2024 -1.1162 1.4704
*
```

HOMO energy = -10.592 eV
LUMO = -0.015 Eh

Listed below, in e, are the natural (NBO) charges computed for each atom: number 1, C, carries -1.13; number 2, O, carries -1.19; number 3, Si, carries 1.93; number 4, Cl, carries -0.36; number 5, Cl, carries -0.35; number 6, H, carries 0.25; number 7, H, carries 0.28; number 8, H, carries 0.26; number 9, H, carries 0.31

ii | DFT (ωB97M-V with the def2-TZVPD basis set) results for the molecule CH4Cl2OSi.

The geometry in ORCA input format:
```
! RIJCOSX wB97M-V def2-TZVPD def2/J DEFGRID3
* xyz 0 1
C 1.0186 -0.0955 0.0852
O 0.9675 0.1103 1.5682
Si -0.7952 -0.1837 -0.6650
Cl -1.7894 1.4798 0.0875
Cl -1.9194 -1.7824 -0.0622
H 1.4211 0.7631 -0.4441
H 1.4999 -1.0324 -0.0461
H 0.1907 0.8151 1.6894
H -0.5939 -0.0743 -2.2129
*
```

HOMO energy = -10.190 eV
LUMO = 0.021 Eh

Listed below, in e, are the natural (NBO) charges computed for each atom: number 1, C, carries -0.47; number 2, O, carries -0.72; number 3, Si, carries 1.19; number 4, Cl, carries -0.38; number 5, Cl, carries -0.35; number 6, H, carries 0.20; number 7, H, carries 0.22; number 8, H, carries 0.47; number 9, H, carries -0.15

Least stable: i

i | DFT (ωB97M-V with the def2-TZVPD basis set) results for the ion C6H13N with charge -1.

The geometry in ORCA input format:
```
! RIJCOSX wB97M-V def2-TZVPD def2/J DEFGRID3
* xyz -1 2
C -0.2031 -1.9496 -0.0620
C -0.8459 -0.7721 0.6447
C -0.0661 0.4017 1.2351
C 0.5518 1.4475 0.2935
C -0.3612 1.7357 -0.8958
C -0.0167 1.7764 -2.1971
N 1.1487 -2.1961 0.6494
H 0.1516 -1.7982 -1.0667
H -0.9236 -2.7252 0.1340
H -1.7908 -0.4441 0.1317
H -1.4040 -1.1463 1.5136
H 0.6551 0.1152 1.9987
H -0.8276 0.9642 1.8030
H 0.5442 2.4045 0.8585
H 1.5716 1.3196 -0.0272
H -1.3486 2.0681 -0.5730
H 1.0084 1.9421 -2.4915
H -0.8453 2.0079 -2.8451
H 1.8359 -1.9911 -0.0720
H 1.1656 -3.1602 0.9682
*
```

HOMO energy (spin up / spin down) = 1.478 / -5.256 eV
LUMO (spin up / spin down) = 0.152 / 0.145 Eh

Listed below, in e, are the natural (NBO) charges computed for each atom: number 1, C, carries -0.67; number 2, C, carries -0.46; number 3, C, carries -0.41; number 4, C, carries -0.48; number 5, C, carries -0.17; number 6, C, carries -0.53; number 7, N, carries -0.98; number 8, H, carries 0.17; number 9, H, carries 0.17; number 10, H, carries 0.18; number 11, H, carries 0.19; number 12, H, carries 0.22; number 13, H, carries 0.17; number 14, H, carries 0.19; number 15, H, carries 0.20; number 16, H, carries 0.18; number 17, H, carries 0.19; number 18, H, carries 0.18; number 19, H, carries 0.32; number 20, H, carries 0.33

ii | DFT (ωB97M-V with the def2-TZVPD basis set) results for the ion C6H13N with charge -1.

The geometry in ORCA input format:
```
! RIJCOSX wB97M-V def2-TZVPD def2/J DEFGRID3
* xyz -1 2
C 1.4409 1.4893 -0.3784
N 0.2611 0.6725 -0.5375
C 0.4912 -0.5655 -1.4006
C -0.3523 -1.7254 -0.8760
C -0.8879 -1.1979 0.4944
C -0.1109 0.1357 0.7933
C -1.0198 1.0556 1.6821
H 1.9366 1.8134 -1.3197
H 2.2296 0.9986 0.2490
H 1.0672 2.3878 0.1531
H 0.2855 -0.4622 -2.4680
H 1.5443 -0.6281 -1.1811
H 0.3620 -2.5224 -0.7678
H -1.2624 -2.1376 -1.3230
H -1.9946 -0.9361 0.4795
H -0.6868 -1.9624 1.2496
H 0.7773 -0.1430 1.3825
H -1.7032 1.3156 0.8889
H -0.3279 1.9035 2.0094
H -1.4226 0.5148 2.5209
*
```

HOMO energy (spin up / spin down) = 1.566 / -4.821 eV
LUMO (spin up / spin down) = 0.154 / 0.150 Eh

Listed below, in e, are the natural (NBO) charges computed for each atom: number 1, C, carries -0.81; number 2, N, carries -0.47; number 3, C, carries -0.40; number 4, C, carries -0.49; number 5, C, carries -0.44; number 6, C, carries -0.15; number 7, C, carries -0.68; number 8, H, carries 0.19; number 9, H, carries 0.15; number 10, H, carries 0.19; number 11, H, carries 0.19; number 12, H, carries 0.17; number 13, H, carries 0.20; number 14, H, carries 0.20; number 15, H, carries 0.18; number 16, H, carries 0.20; number 17, H, carries 0.16; number 18, H, carries 0.21; number 19, H, carries 0.20; number 20, H, carries 0.20

Least stable: i

i | DFT (ωB97M-V with the def2-TZVPD basis set) results for a cluster of 2 separate species, CH3ClNO in total.

The geometry in ORCA input format:
```
! RIJCOSX wB97M-V def2-TZVPD def2/J DEFGRID3
* xyz -1 1
C 0.7039 -0.2793 -0.1923
N 0.1734 0.6065 0.8037
O 0.7519 1.0753 -0.4474
Cl -2.4953 -0.3527 -0.1095
H -0.0807 -0.6884 -0.8364
H 1.7177 -0.9362 0.1801
H -0.7709 0.5748 0.6019
*
```

HOMO energy = -4.168 eV
LUMO = 0.162 Eh

Listed below, in e, are the natural (NBO) charges computed for each atom: number 1, C, carries 0.02; number 2, N, carries -0.37; number 3, O, carries -0.43; number 4, Cl, carries -0.94; number 5, H, carries 0.22; number 6, H, carries 0.12; number 7, H, carries 0.38

ii | DFT (ωB97M-V with the def2-TZVPD basis set) results for a cluster of 2 separate species, CH3ClNO in total.

The geometry in ORCA input format:
```
! RIJCOSX wB97M-V def2-TZVPD def2/J DEFGRID3
* xyz -1 1
C 0.2351 0.0501 0.6022
N 0.1480 -0.6183 -0.6566
O -1.8696 -0.3453 -0.8414
Cl 0.7357 0.2857 -1.9395
H 0.3622 -0.5997 1.3338
H 1.1163 0.6826 0.6484
H -0.7279 0.5450 0.8531
*
```

HOMO energy (spin up / spin down) = -2.919 / -3.369 eV
LUMO (spin up / spin down) = 0.152 / 0.152 Eh

Listed below, in e, are the natural (NBO) charges computed for each atom: number 1, C, carries -0.46; number 2, N, carries -0.34; number 3, O, carries -0.79; number 4, Cl, carries 0.03; number 5, H, carries 0.17; number 6, H, carries 0.16; number 7, H, carries 0.23

Least stable: ii

i | DFT (ωB97M-V with the def2-TZVPD basis set) results for a cluster of 2 separate species, C8H11N3 in total.

The geometry in ORCA input format:
```
! RIJCOSX wB97M-V def2-TZVPD def2/J DEFGRID3
* xyz 0 1
C -2.6605 0.6236 0.4718
C -2.1398 1.2702 -0.6437
C -1.9558 -0.5888 0.7205
C -1.0598 0.4722 -1.1666
C 0.0502 -3.0452 -0.7314
C 1.9545 1.0175 0.3196
C -0.5662 -1.9257 -0.5820
C 2.2869 1.2431 1.7779
N 2.4100 0.0280 -0.2899
N -1.0966 -0.7548 -0.3677
N -0.1026 0.4628 -2.0267
H -3.4247 0.9487 1.1057
H -2.4282 2.3221 -0.9991
H -2.3228 -1.3208 1.4330
H -0.2628 -3.9568 -1.2969
H 0.9890 -3.2683 -0.3079
H 1.2242 1.7581 -0.1526
H 2.0410 2.2482 2.2248
H 1.6686 0.4130 2.2557
H 3.3186 0.8450 2.1320
H 2.1203 -0.0604 -1.2833
H -0.0435 1.2681 -2.5933
*
```

HOMO energy (spin up / spin down) = -6.824 / -6.704 eV
LUMO (spin up / spin down) = -0.012 / -0.023 Eh

Listed below, in e, are the natural (NBO) charges computed for each atom: number 1, C, carries -0.13; number 2, C, carries -0.48; number 3, C, carries -0.25; number 4, C, carries 0.40; number 5, C, carries -0.47; number 6, C, carries 0.14; number 7, C, carries 0.45; number 8, C, carries -0.70; number 9, N, carries -0.66; number 10, N, carries -0.33; number 11, N, carries -0.72; number 12, H, carries 0.22; number 13, H, carries 0.24; number 14, H, carries 0.22; number 15, H, carries 0.25; number 16, H, carries 0.25; number 17, H, carries 0.15; number 18, H, carries 0.22; number 19, H, carries 0.24; number 20, H, carries 0.24; number 21, H, carries 0.37; number 22, H, carries 0.35

ii | DFT (ωB97M-V with the def2-TZVPD basis set) results for the molecule C8H11N3.

The geometry in ORCA input format:
```
! RIJCOSX wB97M-V def2-TZVPD def2/J DEFGRID3
* xyz 0 1
C 2.2564 -0.2151 -0.0217
C 2.1096 1.1589 -0.0733
C 0.8359 1.7018 -0.1958
C -0.3470 0.9196 -0.1971
C -2.6622 0.4929 0.4691
C -2.4755 -1.0026 -0.1443
C -0.1081 -0.4821 -0.2079
C 1.1892 -1.0568 -0.1445
H 3.8992 -1.5239 0.3567
H 4.2693 0.1570 0.1401
H 2.9474 1.7934 0.0739
H 0.8663 2.7840 -0.1885
H -2.0151 1.6221 -0.9793
H -2.5373 0.4305 1.6367
H -3.6343 0.7048 0.0690
H -2.9947 -0.9374 -1.0658
H -2.9287 -1.6326 0.6480
H -0.8023 -2.2183 0.0526
H 1.2267 -2.1224 0.1241
N 3.6250 -0.5899 0.1008
N -1.6118 1.3776 -0.1127
N -1.1081 -1.3615 -0.3404
*
```

HOMO energy = -6.976 eV
LUMO = 0.035 Eh

Listed below, in e, are the natural (NBO) charges computed for each atom: number 1, C, carries 0.20; number 2, C, carries -0.32; number 3, C, carries -0.15; number 4, C, carries -0.01; number 5, C, carries -0.21; number 6, C, carries -0.23; number 7, C, carries 0.26; number 8, C, carries -0.37; number 9, H, carries 0.38; number 10, H, carries 0.38; number 11, H, carries 0.20; number 12, H, carries 0.21; number 13, H, carries 0.36; number 14, H, carries 0.19; number 15, H, carries 0.20; number 16, H, carries 0.18; number 17, H, carries 0.20; number 18, H, carries 0.37; number 19, H, carries 0.19; number 20, N, carries -0.83; number 21, N, carries -0.62; number 22, N, carries -0.61

iii | DFT (ωB97M-V with the def2-TZVPD basis set) results for a structure of composition C8H11N3.

The geometry in ORCA input format:
```
! RIJCOSX wB97M-V def2-TZVPD def2/J DEFGRID3
* xyz 0 1
C 2.8462 -0.5003 0.3112
C -0.8925 0.0058 0.1691
C -1.6144 -1.1868 -0.0543
C 0.4272 -0.4260 -0.0242
C -1.2754 1.4068 0.7020
C -3.0361 -1.4746 0.1246
C 2.3319 1.6723 -0.8553
C 2.1049 0.7030 0.2262
N 3.3783 -1.5167 0.2775
N -0.7967 -2.1679 -0.3542
N 0.4390 -1.6864 -0.3459
H -0.4513 1.5951 1.3970
H -1.1862 2.0350 -0.1873
H -2.2789 1.3991 1.1415
H -3.3978 -1.0839 -0.8056
H -3.3918 -2.5274 0.0918
H -3.5622 -1.0698 0.9334
H 3.2417 2.1485 -0.5628
H 1.5733 2.4386 -0.8078
H 2.3977 1.2200 -1.8776
H 1.9314 1.2489 1.1815
H 1.2116 -2.2333 -0.6807
*
```

HOMO energy = -8.896 eV
LUMO = 0.022 Eh

Listed below, in e, are the natural (NBO) charges computed for each atom: number 1, C, carries 0.25; number 2, C, carries -0.18; number 3, C, carries 0.13; number 4, C, carries 0.23; number 5, C, carries -0.63; number 6, C, carries -0.65; number 7, C, carries -0.62; number 8, C, carries -0.25; number 9, N, carries -0.34; number 10, N, carries -0.28; number 11, N, carries -0.37; number 12, H, carries 0.21; number 13, H, carries 0.22; number 14, H, carries 0.23; number 15, H, carries 0.22; number 16, H, carries 0.24; number 17, H, carries 0.22; number 18, H, carries 0.22; number 19, H, carries 0.23; number 20, H, carries 0.23; number 21, H, carries 0.25; number 22, H, carries 0.43

Least stable: i

i | DFT (ωB97M-V with the def2-TZVPD basis set) results for the molecule C4H9NO.

The geometry in ORCA input format:
```
! RIJCOSX wB97M-V def2-TZVPD def2/J DEFGRID3
* xyz 0 1
C 2.3737 -0.2008 0.4349
C 1.1750 0.5216 -0.1658
C -0.1352 -0.1855 0.1677
O -0.1978 -1.1499 0.9140
N -1.2422 0.3219 -0.4440
C -2.5513 -0.2450 -0.2008
H 2.3080 -1.2721 0.2307
H 3.3090 0.1853 0.0184
H 2.3978 -0.0812 1.5211
H 1.1212 1.5549 0.2033
H 1.2688 0.5924 -1.2577
H -1.1636 1.1588 -0.9982
H -3.2209 0.0207 -1.0224
H -2.4606 -1.3321 -0.1436
H -2.9819 0.1112 0.7423
*
```

HOMO energy = -9.605 eV
LUMO = 0.033 Eh

Listed below, in e, are the natural (NBO) charges computed for each atom: number 1, C, carries -0.60; number 2, C, carries -0.50; number 3, C, carries 0.67; number 4, O, carries -0.63; number 5, N, carries -0.62; number 6, C, carries -0.42; number 7, H, carries 0.22; number 8, H, carries 0.21; number 9, H, carries 0.22; number 10, H, carries 0.22; number 11, H, carries 0.22; number 12, H, carries 0.39; number 13, H, carries 0.20; number 14, H, carries 0.23; number 15, H, carries 0.19

ii | DFT (ωB97M-V with the def2-TZVPD basis set) results for a cluster of 2 separate species, C4H9NO in total.

The geometry in ORCA input format:
```
! RIJCOSX wB97M-V def2-TZVPD def2/J DEFGRID3
* xyz 0 1
C -1.4922 0.4224 1.3316
C -0.2599 -0.1657 0.7057
C -0.0068 -0.8099 -1.7037
N 0.8656 0.6168 0.6313
C 1.8515 0.2461 -0.1970
O 1.6969 -0.8469 -0.8143
H -2.3892 -0.0502 0.9129
H -1.5793 1.4966 1.1215
H -1.5565 0.2965 2.4252
H -0.0631 -1.2222 0.8300
H 0.5878 -1.1418 -2.5546
H -0.4139 0.1875 -1.8544
H -0.7253 -1.5544 -1.3815
H 0.8366 1.5708 0.9716
H 2.6479 0.9544 -0.4243
*
```

HOMO energy (spin up / spin down) = -6.495 / -6.496 eV
LUMO (spin up / spin down) = 0.032 / 0.032 Eh

Listed below, in e, are the natural (NBO) charges computed for each atom: number 1, C, carries -0.66; number 2, C, carries -0.13; number 3, C, carries -0.43; number 4, N, carries -0.51; number 5, C, carries 0.33; number 6, O, carries -0.55; number 7, H, carries 0.22; number 8, H, carries 0.20; number 9, H, carries 0.21; number 10, H, carries 0.20; number 11, H, carries 0.19; number 12, H, carries 0.18; number 13, H, carries 0.19; number 14, H, carries 0.40; number 15, H, carries 0.15

Least stable: ii